No. 1
ORCA calculation (ωB97M-V/def2-TZVPD) on 2 unconnected molecules or ions with the total composition C4H9N2O at a distorted geometry.

```
16
C4H9N2O (ωB97M-V/def2-TZVPD)
C -0.7391 2.0069 0.2305
C -0.0608 0.7486 -0.2030
C 1.2618 0.4449 -0.2317
N 1.4023 -0.7489 -0.8977
C 0.1905 -1.2135 -1.2012
N -0.6905 -0.3020 -0.8534
H -0.0710 2.8410 0.0153
H -1.6191 2.1960 -0.3865
H -1.0451 1.8924 1.2622
H 2.0915 1.0843 0.0045
H 2.2572 -1.1067 -1.3137
H 0.0835 -2.1671 -1.6878
H -1.6681 -0.2308 -1.0981
H -1.1107 -2.1214 2.4420
H 0.3111 -1.7128 2.1190
O -0.5935 -1.6108 1.7993
```

Its charge is +1. The value obtained for the LUMO energy is -0.1117 Ha. The highest occupied orbital energy comes out at -13.994 eV. Its spin multiplicity is 1. The HOMO-LUMO gap is 11.0 eV. As for the energy above the lowest of the compared OMol25 structures with the same formula, charge and spin: 8.4 kcal per mole.

=====

No. 2
ORCA calculation (ωB97M-V/def2-TZVPD) on 2 unconnected molecules or ions with the total composition C3H6OS at a distorted geometry.

```
11
C3H6OS (ωB97M-V/def2-TZVPD)
C -1.2007 -0.5599 -0.6126
C -1.2734 0.5024 0.3640
C 1.9510 0.9990 0.5682
O -0.6432 -0.8318 0.6456
S 2.1013 -0.4271 -0.2947
H -1.9989 -1.2234 -0.8478
H -0.5050 -0.5223 -1.3419
H -2.2068 0.6465 0.9088
H 2.7089 1.5772 -0.0770
H -0.6925 1.3827 0.2002
H 1.7593 -1.5431 0.4872
```

Its charge is 0. The value obtained for the LUMO energy is -0.0108 Ha. The highest occupied orbital energy comes out at -8.890 eV. Its spin multiplicity is 1. The HOMO-LUMO gap is 8.6 eV. As for the energy above the lowest of the compared OMol25 structures with the same formula, charge and spin: 124.1 kcal per mole.

=====

No. 3
ORCA calculation (ωB97M-V/def2-TZVPD) on a molecular structure, C21H48InO6 at a distorted geometry.

```
76
C21H48InO6 (ωB97M-V/def2-TZVPD)
C 1.6325 -0.4765 -1.7173
C 1.7633 0.7112 -2.0003
C 1.6681 2.2675 -2.3142
C 0.7294 2.4067 -3.5885
C 0.0526 3.8425 -3.7784
In 0.8102 5.4727 -2.4136
C 0.2179 5.0826 -0.2290
O -1.2082 4.8478 -0.0772
C -1.5263 3.4877 -0.3205
O -2.8959 3.1872 0.0173
C -3.6898 3.0480 -1.1683
C -3.4074 1.6663 -1.9443
O -4.5532 0.7716 -1.8940
H 1.4879 -1.4192 -1.1362
H 1.2617 2.7345 -1.3732
H 2.7352 2.6067 -2.5226
H 1.2984 2.0904 -4.5115
H -0.1097 1.6440 -3.4469
H 0.2837 4.1821 -4.8442
H -1.0755 3.7022 -3.7495
H -0.1125 6.9753 -2.8683
H 2.5590 5.8501 -2.5895
H 0.8501 4.2604 0.2529
H 0.4645 6.0311 0.3553
H -0.8853 2.8168 0.3463
H -1.3093 3.2796 -1.4229
H -3.5082 3.8983 -1.8899
H -4.7977 3.0613 -0.9215
H -3.1013 1.9122 -3.0163
H -2.5411 1.1450 -1.4296
H -4.1482 -0.1194 -1.9616
C -0.7014 -2.1448 2.5350
C 0.6883 -2.7574 2.4761
O 1.6975 -1.8388 2.0875
C 1.8757 -0.7038 2.9265
C 2.2491 -1.0603 4.3553
H -0.9714 -1.7167 1.5657
H -1.4406 -2.9039 2.8028
H -0.7634 -1.3442 3.2737
H 0.6901 -3.5537 1.7282
H 0.9510 -3.2285 3.4293
H 0.9836 -0.0699 2.8980
H 2.6852 -0.1153 2.4873
H 1.4701 -1.6450 4.8485
H 2.4102 -0.1536 4.9425
H 3.1656 -1.6560 4.3730
C -7.3275 -4.8745 -1.0579
C -5.8471 -4.5467 -0.9534
O -5.5553 -3.1716 -1.1423
C -6.1556 -2.2671 -0.2244
C -5.7615 -2.5193 1.2208
H -7.7197 -4.5635 -2.0302
H -7.4884 -5.9490 -0.9408
H -7.9133 -4.3644 -0.2915
H -5.3109 -5.0871 -1.7367
H -5.4343 -4.8944 -0.0007
H -7.2444 -2.2753 -0.3435
H -5.8225 -1.2668 -0.5120
H -6.0771 -3.5063 1.5654
H -6.2194 -1.7738 1.8742
H -4.6758 -2.4649 1.3352
C 8.1748 -0.0944 1.8486
C 7.9588 -1.1714 0.7983
O 6.9072 -2.0697 1.1136
C 5.6139 -1.4969 1.2664
C 5.1157 -0.7862 0.0204
H 8.3810 -0.5470 2.8229
H 9.0175 0.5437 1.5716
H 7.2976 0.5438 1.9644
H 8.8670 -1.7737 0.7198
H 7.7958 -0.7289 -0.1897
H 5.5973 -0.8294 2.1354
H 4.9335 -2.3202 1.4983
H 5.7560 0.0538 -0.2556
H 4.1070 -0.3998 0.1804
H 5.0952 -1.4738 -0.8286
```

Its charge is -1. The value obtained for the LUMO energy is 0.0803 Ha. The highest occupied orbital energy comes out at -4.314 eV. Its spin multiplicity is 1. The HOMO-LUMO gap is 6.5 eV. As for the energy above the lowest of the compared OMol25 structures with the same formula, charge and spin: 30.2 kcal per mole.

=====

No. 4
ORCA calculation (ωB97M-V/def2-TZVPD) on 13 unconnected molecules or ions with the total composition C4H32O14 at a distorted geometry.

```
50
C4H32O14 (ωB97M-V/def2-TZVPD)
O -0.3140 2.6365 -1.1781
C 0.3943 1.6786 -1.4353
C 0.6616 0.6518 -0.3935
C 2.1812 0.5349 -0.1009
C 2.5897 1.3601 1.1136
O 2.3739 -0.8586 0.1945
H 0.8947 1.5920 -2.4472
H 0.2851 -0.3401 -0.7638
H 0.1032 0.8935 0.5147
H 2.8167 0.7499 -1.0151
H 2.1818 0.9305 2.0876
H 2.2405 2.3850 1.0595
H 3.6718 1.3823 1.2069
H 3.3077 -1.0442 0.4157
H -2.2743 2.5404 -0.9542
H -3.0423 1.4921 -0.3419
O -2.9176 1.8925 -1.2105
H -1.4808 0.5181 -3.5342
H -1.9662 0.8878 -2.0973
O -1.2726 0.4220 -2.6127
H -1.6842 -1.9706 -0.8432
H -1.2097 -1.2203 -2.1007
O -1.1135 -2.0557 -1.6529
H -0.3814 -1.1327 2.3354
H -0.8363 0.3606 2.7519
O -1.1706 -0.5368 2.4379
H 2.0139 -0.7290 -2.7938
H 2.6084 -0.1162 -4.0759
O 2.3480 0.1285 -3.2007
H -0.0359 2.4291 2.6041
H -0.5182 2.1889 4.0577
O -0.0965 1.7746 3.2799
H 0.1992 -4.6351 -0.0783
H -0.4257 -3.2449 -0.6258
O -0.2515 -3.8235 0.2118
H -0.5500 4.3914 1.2972
H -0.1660 3.1408 0.4572
O -0.0154 3.5724 1.3121
H 0.5452 -2.8350 1.4345
H 1.4542 -1.6288 1.3754
O 0.8899 -2.1682 1.9787
H 0.6120 -2.1610 -1.9457
H 1.9141 -1.8316 -1.1002
O 1.5578 -2.1328 -1.9993
H -2.4250 0.2225 1.5342
H -3.7497 -0.2223 0.9596
O -3.2258 0.5579 1.0770
H -2.2861 -3.0229 0.8742
H -1.9764 -1.5238 1.2541
O -2.4591 -2.0808 0.6757
```

Its charge is 0. The value obtained for the LUMO energy is 0.0139 Ha. The highest occupied orbital energy comes out at -10.207 eV. Its spin multiplicity is 1. The HOMO-LUMO gap is 10.6 eV. As for the energy above the lowest of the compared OMol25 structures with the same formula, charge and spin: 0.0 kcal per mole.

=====

No. 5
ORCA calculation (ωB97M-V/def2-TZVPD) on 11 unconnected molecules or ions with the total composition C6H33O11 at a distorted geometry.

```
50
C6H33O11 (ωB97M-V/def2-TZVPD)
C -2.2346 0.2678 0.0617
O -2.2097 -0.5458 1.2408
C -1.0072 1.2004 -0.3768
C 0.2137 0.2735 -0.3359
C 1.4942 1.0719 -0.6463
C 2.8647 0.1760 -0.5161
C 1.4011 1.6972 -2.0098
H -3.2039 0.8309 0.1328
H -2.4625 -0.4168 -0.7185
H -1.2574 1.6257 -1.3410
H -0.9436 2.0164 0.4079
H 0.0955 -0.7179 -0.9258
H 0.3903 -0.1144 0.6766
H 1.4470 2.0100 0.0090
H 3.5133 0.7758 -1.0157
H 2.8157 -0.7682 -0.9689
H 2.9663 0.1098 0.6791
H 0.4459 2.2283 -2.1710
H 1.6113 0.8196 -2.7471
H 2.0751 2.3676 -2.2400
H 1.0820 0.5889 2.6812
H 2.6074 0.9120 2.0257
O 1.9871 1.1872 2.7837
H 1.6399 -3.3465 1.6805
H 2.7610 -3.1261 0.9156
O 2.1071 -3.8247 1.0761
H 0.1201 0.4658 -4.1036
H -0.8194 -0.6754 -3.5382
O -0.8044 0.1019 -4.1495
H -0.6235 1.4810 2.3275
H 0.6563 2.2643 3.1515
O -0.3879 2.2563 2.9215
H -1.4579 -0.2086 1.8750
H -0.1116 -0.1140 3.6286
O -0.1763 -0.2887 2.6809
H -1.2599 4.0709 1.3576
H 0.0914 3.3434 1.6271
O -0.3552 3.9126 0.9250
H 0.0542 -1.8376 2.4186
H -0.4205 -3.3367 2.4720
O 0.3357 -2.7631 2.4907
H -2.8280 -0.9768 -2.3748
H -2.3425 0.2247 -3.1972
O -3.0568 -0.0323 -2.5995
H -1.7518 -1.8670 0.4326
H -0.6225 -3.0429 0.3237
O -1.4768 -2.8017 0.0573
H -0.7484 -2.9466 -2.9524
H -1.2738 -2.3838 -1.6169
O -0.9405 -2.1442 -2.5154
```

Its charge is -1. The value obtained for the LUMO energy is 0.1022 Ha. The highest occupied orbital energy comes out at -6.593 eV. Its spin multiplicity is 1. The HOMO-LUMO gap is 9.4 eV. As for the energy above the lowest of the compared OMol25 structures with the same formula, charge and spin: 64.4 kcal per mole.

=====

No. 6
ORCA calculation (ωB97M-V/def2-TZVPD) on 2 unconnected molecules or ions with the total composition C2H5Cl3SSi.

```
12
C2H5Cl3SSi (ωB97M-V/def2-TZVPD)
C 1.5827 -0.4912 -0.9399
C 1.1437 0.8874 1.3573
Si -2.3575 -0.1411 0.2182
S 1.6192 1.1746 -0.2220
Cl -2.5514 -2.0614 -0.4833
Cl -4.1512 0.3907 1.0260
Cl -2.0534 1.0312 -1.4466
H 2.5322 -0.6812 -1.4344
H 0.7763 -0.5246 -1.6666
H 1.4109 -1.2146 -0.1540
H 0.9908 1.7354 1.9926
H 1.0577 -0.1051 1.7526
```

Its charge is 0. The value obtained for the LUMO energy (alpha / beta) is -0.0705 / 0.0053 Ha. The highest occupied orbital energy (alpha / beta) comes out at -7.120 / -8.680 eV. Its spin multiplicity is 1. The HOMO-LUMO gap (alpha / beta) is 5.2 / 8.8 eV. As for the energy above the lowest of the compared OMol25 structures with the same formula, charge and spin: 79.7 kcal per mole.